(1)
Entry from OMol25: a structure of composition C22H22N3O2PPdS2 (wB97M-V/def2-TZVPD).

Results
Energy relative to the best compared isomer or geometry (same formula, charge and spin)   1.410 eV
Lowest unoccupied orbital energy (alpha / beta)   2.4 / 2.4 eV
Frontier orbital gap (alpha / beta)   4.77 / 6.23 eV
2S+1   2
Charge   -1
Molecular weight   561.97 Da
E_HOMO (alpha / beta)   -2.3 / -3.8 eV
E   -2432.058440 hartree

Each line ends with the Löwdin spin population.
Cartesian coordinates (Å):
1 N -2.3806 -0.3340 -1.6248  0.00
2 H -0.1125 -4.2659 -1.9677  0.00
3 C -2.1146 -1.5244 -2.2515  0.00
4 N 0.2929 -0.2219 1.3567  0.01
5 C -0.8509 -3.5757 -2.3347  0.00
6 H -2.7817 6.0812 -2.2999  0.00
7 H 4.3250 5.3726 0.4711  0.00
8 P 0.1511 3.0530 -0.0233  0.26
9 C -2.6049 -3.1832 -3.9694  0.00
10 S -2.0617 1.9620 0.6913  0.47
11 H -4.8263 0.8461 -3.5591  0.00
12 O -0.5200 4.5089 -0.4353  0.01
13 H 4.0857 3.6927 0.9866  0.00
14 C 3.6181 4.6766 0.9299  0.00
15 C -1.6301 -3.9758 -3.4375  0.00
16 C 0.5740 0.6081 2.3314  0.01
17 C -2.0719 5.9702 -1.4767  0.00
18 C 2.4850 -0.6731 2.9694  0.00
19 C -3.3073 0.4730 -2.0781  0.01
20 H -0.0981 1.4512 2.4360  0.00
21 H 3.8825 -2.9056 2.2615  0.00
22 H -0.9460 4.3910 -2.4421  0.00
23 C -2.8650 -1.9269 -3.3680  0.00
24 H 1.8828 5.5937 0.0209  0.00
25 C 1.6851 0.4091 3.1735  0.00
26 H 1.4208 -3.9005 -1.0789  0.00
27 H 3.3241 -4.3563 0.3450  0.00
28 H -2.5990 6.1402 -0.5367  0.00
29 C 1.5791 -3.2523 -0.2356  0.00
30 C 2.2041 -1.5806 1.9199  0.00
31 N -0.3712 -1.7742 -0.6848  0.00
32 H -3.4349 1.3914 -1.5152  0.01
33 C -1.0395 -2.3419 -1.7235  0.00
34 S 0.8097 2.1688 -1.7017  0.08
35 C 1.0824 -1.3202 1.1182  0.00
36 C 0.7322 -2.1794 0.0063  0.00
37 H -4.4442 -1.3258 -4.7080  0.00
38 Pd -1.1613 -0.0351 -0.0351  0.01
39 C 2.6985 -3.5036 0.5815  0.00
40 H 3.3514 -0.8524 3.5960  0.00
41 H -3.1864 -3.4953 -4.8276  0.00
42 C 2.3416 4.6048 0.1180  0.02
43 H -2.2256 3.8173 -1.3647  0.00
44 C 3.0167 -2.7073 1.6424  0.00
45 H -1.4337 -4.9476 -3.8753  0.00
46 C -3.8611 -1.0405 -3.8397  0.00
47 C -4.0768 0.1490 -3.2109  0.00
48 H 2.5388 4.2203 -0.8866  0.00
49 C -1.4581 4.5862 -1.4955  0.00
50 H 1.8884 1.1272 3.9553  0.00
51 O 1.4375 3.7303 0.7842  0.07
52 H -1.2991 6.7342 -1.5797  0.00
53 H 3.4078 5.0154 1.9461  0.00



(2)
Entry from OMol25: a structure of composition C27H31Cl2F5GdI2N3O2S (wB97M-V/def2-TZVPD).

Results
Energy relative to the best compared isomer or geometry (same formula, charge and spin)   4.991 eV
Lowest unoccupied orbital energy (alpha / beta)   -0.1 / -2.8 eV
Frontier orbital gap (alpha / beta)   3.82 / 4.88 eV
2S+1   8
Charge   0
Molecular weight   1038.59 Da
E_HOMO (alpha / beta)   -3.9 / -7.7 eV
E   -4541.028324 hartree

Each line ends with the Löwdin spin population.
Cartesian coordinates (Å):
1 H -1.2707 1.6635 -3.3116  0.00
2 C -2.6285 -5.9674 2.2957  -0.01
3 H -1.4194 -2.8540 -2.7821  0.00
4 Cl -1.0041 2.6914 -0.4106  0.00
5 C -3.7485 -2.9007 -1.3582  0.00
6 H -2.8491 0.4234 -3.9032  0.00
7 I 3.0272 1.6496 -1.0765  0.22
8 O 1.0291 -0.5652 -2.2049  0.01
9 C -1.4971 -2.6809 0.7319  0.06
10 C -1.8624 -4.6849 2.0754  0.01
11 C -1.8086 0.3960 5.2322  0.00
12 C -2.9141 -1.7396 -3.9155  0.00
13 H -2.3488 -1.8091 -4.8456  0.00
14 F -2.6786 0.1887 6.2251  0.00
15 C 0.9196 -2.6483 3.7079  0.00
16 C -1.9490 -1.8973 -2.7362  0.02
17 H -4.2849 -0.2401 -4.6688  0.00
18 H -2.6557 0.3728 -1.3825  0.00
19 Cl -1.7430 5.4460 0.2025  0.00
20 C 0.4107 0.8893 4.4729  0.00
21 H -3.9114 -0.3326 -0.3774  0.00
22 H -2.9717 -4.2433 0.3383  0.01
23 H -3.2719 -3.8776 -1.4449  0.00
24 H 0.6332 1.1577 -4.7769  0.00
25 F -3.4964 0.0562 3.6247  0.00
26 H -3.6969 -5.7720 2.4067  0.00
27 H -0.9650 3.7729 1.6598  0.00
28 C 1.2199 -0.2594 -3.4580  0.00
29 H 4.5888 -0.5110 -1.2321  0.01
30 H 0.0627 -1.4208 1.5454  0.00
31 H -1.1900 -1.1201 -2.8077  0.00
32 S 1.1704 1.0828 1.7940  0.01
33 H -6.1424 -1.2505 -3.2516  0.00
34 N -1.6876 -1.7774 -0.2952  0.42
35 H 1.8238 -2.3357 3.1819  0.00
36 H 4.4907 0.0707 0.4716  0.01
37 C -4.7322 -2.7285 -2.5267  0.00
38 F 1.6760 1.1424 4.8168  0.00
39 H -5.9841 -1.2895 -1.4964  0.00
40 H 1.1830 -3.4359 4.4144  0.00
41 H -2.5080 -6.6480 1.4505  0.00
42 H -4.8454 0.7197 -2.4375  0.00
43 C -0.8502 -4.3039 2.9550  0.17
44 C -0.1471 -3.1116 2.7534  0.00
45 H -4.2987 -2.8690 -0.4132  0.00
46 F -0.0860 0.7462 6.7767  0.00
47 H -2.6377 3.4651 1.0844  0.00
48 N -0.3304 1.5035 -2.9731  0.00
49 H -5.4771 -3.5221 -2.4592  0.00
50 C 0.0420 0.8257 3.1347  0.01
51 H 0.1320 2.4011 -2.8727  0.00
52 C -1.6492 3.8103 0.8220  0.00
53 C -0.4877 0.6831 5.5042  0.00
54 C -5.4242 -1.3656 -2.4345  0.00
55 C -4.3662 -0.2583 -2.5071  0.00
56 C -3.3976 -0.4340 -1.3372  0.02
57 H -4.6740 -2.7422 -4.6944  0.00
58 C -2.1813 -3.8931 0.9787  0.12
59 C 3.9417 -0.1818 -0.4276  0.28
60 F -1.7445 0.4769 1.6473  0.00
61 C -3.9780 -2.8392 -3.8551  0.00
62 C -1.2911 0.5527 2.9242  0.00
63 H 0.5698 -1.7864 4.2779  0.00
64 O 2.0358 -0.7481 -4.2086  0.00
65 C -3.5992 -0.3713 -3.8283  0.00
66 C -2.6802 -1.7939 -1.3812  0.04
67 I 2.7065 -1.8568 0.0969  0.26
68 Gd -0.1024 -0.0921 -0.4766  5.15
69 H -2.2871 -6.4837 3.1927  0.00
70 H -3.5048 -3.8230 -3.9367  0.00
71 C -2.2193 0.3296 3.9203  0.00
72 H -0.6078 -4.9345 3.8052  0.01
73 C -0.4784 -2.3460 1.6586  0.14
74 N 0.3320 0.7133 -3.9227  0.00



(3)
Entry from OMol25: a structure of composition C5H5N3 (wB97M-V/def2-TZVPD).

Results
Energy relative to the best compared isomer or geometry (same formula, charge and spin)   4.400 eV
Lowest unoccupied orbital energy   0.7 eV
Frontier orbital gap   9.41 eV
Charge   0
Molecular weight   107.12 Da
E_HOMO   -8.7 eV
E   -357.610928 hartree

Each line ends with the natural charge from an NBO analysis.
Cartesian coordinates (Å):
1 H 0.4967 -1.8219 -2.3303  0.22
2 N 1.3946 0.8619 -0.4271  -0.61
3 H 0.2468 2.2663 1.0969  0.19
4 N -1.7334 -1.5040 0.2552  -0.25
5 H 1.2703 0.8772 1.8344  0.23
6 C -1.3749 -0.4114 0.8767  0.01
7 H 1.7912 1.4278 -1.2675  0.43
8 C -0.3208 0.2010 0.4552  -0.14
9 H -2.0365 0.3627 1.5209  0.20
10 C 0.5439 -0.1740 -0.6217  0.18
11 N -1.0021 -1.9333 -0.8537  -0.20
12 C 0.0349 -1.2651 -1.4193  -0.08
13 C 0.6893 1.1130 0.8803  -0.19



(4)
Entry from OMol25: a structure of composition C22H27CoNPSe4 (wB97M-V/def2-TZVPD).

Results
Energy relative to the best compared isomer or geometry (same formula, charge and spin)   0.467 eV
Lowest unoccupied orbital energy (alpha / beta)   -4.0 / -3.2 eV
Frontier orbital gap (alpha / beta)   6.09 / 6.82 eV
2S+1   2
Charge   +1
Molecular weight   711.21 Da
E_HOMO (alpha / beta)   -10.1 / -10.0 eV
E   -12238.963659 hartree

Each line ends with the Löwdin spin population.
Cartesian coordinates (Å):
1 C -1.6191 -3.3158 2.4915  0.00
2 C -2.3513 -2.5697 1.5716  0.00
3 C -0.9071 6.1014 3.2592  0.00
4 H -2.7858 5.5402 4.1219  0.00
5 H 1.0201 6.3662 2.3548  0.00
6 H 1.1444 2.0744 4.8639  0.00
7 H -1.5776 -4.8113 4.0225  0.00
8 C -1.7120 -1.6668 0.7544  0.00
9 H -3.4258 -2.6641 1.5140  0.00
10 C 0.4477 4.3093 2.4179  0.00
11 Se 0.0755 -1.9829 -2.4079  -0.01
12 H 1.3944 -1.9895 1.7057  0.00
13 C 0.3297 -2.1895 1.6714  0.00
14 C 3.1342 1.3380 4.5964  0.00
15 P -0.2995 1.6267 2.4700  0.00
16 H 1.6768 -0.1490 -4.4189  0.00
17 H 2.0389 -2.5290 -3.9079  0.00
18 C 4.0377 0.7405 3.7279  0.00
19 C 1.8486 1.6235 4.1757  0.00
20 C 1.4508 1.3198 2.8733  0.00
21 H 0.9225 -3.8039 -0.8600  0.00
22 C 0.2588 1.7843 -3.1239  0.00
23 Se -1.5864 0.3907 3.5814  0.00
24 H 3.4316 1.5795 5.6070  0.00
25 H 0.3784 -3.6320 3.2353  0.00
26 H -0.4885 1.0373 -3.3842  0.00
27 Se 1.7362 0.9531 -2.1637  -0.04
28 H -0.8142 -3.9771 -1.2128  0.00
29 H -2.9538 -3.7088 4.0943  0.00
30 H 4.3576 -0.0008 1.7420  0.00
31 C -1.6946 3.8396 3.4183  0.00
32 C 0.1644 -3.7649 -1.6391  0.00
33 H -2.4392 3.1187 3.7285  0.00
34 H 3.2813 -0.3018 -3.6979  0.00
35 H 5.0425 0.5201 4.0590  0.00
36 C -2.2957 -4.2601 3.4225  0.00
37 H 1.3562 3.9640 1.9414  0.00
38 C -1.8813 5.1951 3.6422  0.00
39 H -2.9115 -4.9698 2.8717  0.00
40 C 0.2587 5.6581 2.6484  0.00
41 H -2.2618 -1.0397 0.0632  0.00
42 N -0.3848 -1.4896 0.7861  -0.02
43 H -0.1632 2.5263 -2.4506  0.00
44 C 3.6516 0.4420 2.4306  0.00
45 H 2.0897 0.5536 0.9579  0.00
46 H -1.0517 7.1571 3.4393  0.00
47 Co 0.4735 -0.3537 -0.5308  1.13
48 C 2.3641 0.7376 2.0093  0.00
49 H 2.5828 -2.1532 -2.2628  0.00
50 C 2.2124 -0.4167 -3.5065  0.00
51 C -0.2454 -3.1071 2.5272  0.00
52 H 0.6574 2.2684 -4.0107  0.00
53 C 1.9156 -1.8411 -3.0693  0.00
54 C -0.5289 3.3963 2.8060  0.00
55 H 0.3808 -4.4771 -2.4321  0.00
56 Se -0.4893 1.6524 0.2289  -0.07



Number 1: F_max 0.23 eV Å⁻¹. Number 2: F_max 2.91 eV Å⁻¹. Number 3: F_max 6.85 eV Å⁻¹. Number 4: F_max 0.57 eV Å⁻¹.